{"formula": "C3H3Br4P", "method": "wB97M-V/def2-TZVPD", "species": ["C", "C", "C", "P", "Br", "Br", "Br", "Br", "H", "H", "H"], "xyz": [[-0.452, 1.445, -0.816], [-0.908, 0.281, -1.005], [-1.193, -1.006, -1.008], [-4.206, -0.263, -0.769], [-1.630, 3.057, -0.504], [3.232, -0.256, 1.354], [-3.886, -0.304, 1.402], [-4.330, -2.341, -1.373], [0.499, 1.869, -0.914], [-1.371, -1.746, -1.732], [-1.494, -1.452, -0.035]], "homo_ev": [-9.686, -8.213], "relative_energy_ev": 3.554, "gap_ev": [8.231, 4.401], "fmax_ha_per_bohr": 0.0652, "e_lumo_ev": [-1.46, -3.81]}

---

{"formula": "C3H3BrFNO", "method": "wB97M-V/def2-TZVPD", "species": ["C", "C", "C", "N", "O", "F", "Br", "H", "H", "H"], "xyz": [[-1.001, -0.089, -0.988], [0.748, 0.127, 0.046], [0.272, -0.792, -0.877], [-0.466, 0.893, -0.188], [-2.007, -0.168, -1.602], [0.912, -1.787, -1.469], [0.009, 0.065, 3.245], [0.643, -0.381, 1.348], [1.751, 0.666, 0.053], [-0.861, 1.464, 0.431]], "homo_ev": [-10.011, -9.604], "relative_energy_ev": 2.882, "gap_ev": [7.781, 6.339], "fmax_ha_per_bohr": 0.0904, "e_lumo_ev": [-2.23, -3.27]}

---

{"formula": "C3H3BrN2O", "method": "wB97M-V/def2-TZVPD", "species": ["C", "C", "C", "N", "N", "O", "Br", "H", "H", "H"], "xyz": [[-0.799, -1.809, 0.094], [-1.236, -0.932, -0.565], [2.290, 0.677, 0.348], [1.123, 0.945, 0.491], [0.144, 1.144, 1.148], [-1.702, -0.048, -1.373], [3.416, 0.071, -0.944], [-0.544, -2.438, 0.910], [-0.150, 2.140, 0.871], [-2.541, 0.250, -0.979]], "homo_ev": -8.573, "relative_energy_ev": 6.446, "gap_ev": 8.659, "fmax_ha_per_bohr": 0.0944, "e_lumo_ev": 0.09}

---

{"formula": "C3H3BrO", "method": "wB97M-V/def2-TZVPD", "species": ["C", "C", "Br", "C", "O", "H", "H", "H"], "xyz": [[-0.009, -0.141, 0.016], [-1.474, -0.497, 0.079], [-3.091, 0.594, 0.127], [-1.922, -1.866, 0.067], [-2.217, -2.951, -0.093], [0.052, 0.726, -0.617], [0.510, -0.968, -0.219], [0.302, 0.316, 0.905]], "homo_ev": -8.277, "relative_energy_ev": 1.078, "gap_ev": 8.703, "smiles": "CC(Br)=C=O", "fmax_ha_per_bohr": 0.1412, "e_lumo_ev": 0.43}

---

{"formula": "C3H3BrO2", "method": "wB97M-V/def2-TZVPD", "species": ["O", "C", "C", "Br", "C", "O", "H", "H", "H"], "xyz": [[0.161, -0.428, 2.193], [0.744, -0.045, 1.234], [-0.104, 0.524, -0.128], [0.582, 2.172, -0.996], [-0.670, -0.572, -0.885], [-1.390, 0.357, -0.112], [1.947, -0.030, 1.064], [-0.772, -0.400, -1.886], [-0.498, -1.580, -0.483]], "homo_ev": -9.942, "relative_energy_ev": 1.933, "gap_ev": 10.364, "smiles": "O=C[C@@]1(Br)CO1", "fmax_ha_per_bohr": 0.0940, "e_lumo_ev": 0.42}

---

{"formula": "C3H3BrO2", "method": "wB97M-V/def2-TZVPD", "species": ["O", "C", "C", "Br", "C", "O", "H", "H", "H"], "xyz": [[2.635, -1.262, 2.157], [1.734, -0.800, 1.458], [1.163, -1.305, 0.297], [1.830, -2.763, -0.676], [0.012, -0.264, -0.389], [-0.429, -0.689, -1.558], [1.048, 0.058, 1.709], [-0.609, 0.231, 0.341], [-1.333, -0.245, -1.759]], "homo_ev": [-8.770, -8.682], "relative_energy_ev": 2.804, "gap_ev": [8.121, 7.569], "smiles": "O=C/C(Br)=C/O", "fmax_ha_per_bohr": 0.1610, "e_lumo_ev": [-0.65, -1.11]}

---

Copy entry 4 word for word.
{"formula": "C3H3BrO", "method": "wB97M-V/def2-TZVPD", "species": ["C", "C", "Br", "C", "O", "H", "H", "H"], "xyz": [[-0.009, -0.141, 0.016], [-1.474, -0.497, 0.079], [-3.091, 0.594, 0.127], [-1.922, -1.866, 0.067], [-2.217, -2.951, -0.093], [0.052, 0.726, -0.617], [0.510, -0.968, -0.219], [0.302, 0.316, 0.905]], "homo_ev": -8.277, "relative_energy_ev": 1.078, "gap_ev": 8.703, "smiles": "CC(Br)=C=O", "fmax_ha_per_bohr": 0.1412, "e_lumo_ev": 0.43}

---

Copy entry 6 word for word.
{"formula": "C3H3BrO2", "method": "wB97M-V/def2-TZVPD", "species": ["O", "C", "C", "Br", "C", "O", "H", "H", "H"], "xyz": [[2.635, -1.262, 2.157], [1.734, -0.800, 1.458], [1.163, -1.305, 0.297], [1.830, -2.763, -0.676], [0.012, -0.264, -0.389], [-0.429, -0.689, -1.558], [1.048, 0.058, 1.709], [-0.609, 0.231, 0.341], [-1.333, -0.245, -1.759]], "homo_ev": [-8.770, -8.682], "relative_energy_ev": 2.804, "gap_ev": [8.121, 7.569], "smiles": "O=C/C(Br)=C/O", "fmax_ha_per_bohr": 0.1610, "e_lumo_ev": [-0.65, -1.11]}